[1]
DFT (ωB97M-V/def2-TZVPD) results for a gas-phase ion, C6H12N4 (charge +2).

Bonds (Å) are listed after each position.
Atoms and positions in Å:
1 C 1.5168 0.3867 1.1879  C2 1.469, H11 1.062, H12 1.055, H13 1.069
2 C 0.3433 0.3705 0.3037  C1 1.469, N3 1.330, C9 1.484
3 N -0.0694 -0.5840 -0.5258  C2 1.330, C4 1.337, N7 1.641
4 C 0.3489 -1.7115 -1.1105  N3 1.337, N5 1.300, N6 1.317
5 N 1.4758 -2.3028 -0.8438  C4 1.300, H14 1.004, H15 1.043
6 N -0.3452 -2.2145 -2.1103  C4 1.317, H16 1.023, H17 1.048
7 N -1.3924 0.0688 -1.2432  N3 1.641, C8 1.289
8 C -1.5743 1.2361 -0.7279  N7 1.289, C9 1.459, H18 1.087
9 C -0.5613 1.5467 0.2751  C2 1.484, C8 1.459, C10 1.562, H19 1.115
10 C -1.0916 2.0035 1.6721  C9 1.562, H20 1.122, H21 1.082, H22 1.040
11 H 1.7184 -0.5085 1.7230  C1 1.062
12 H 1.6685 1.2977 1.6981  C1 1.055
13 H 2.4233 0.5244 0.6387  C1 1.069
14 H 1.9960 -2.3122 0.0154  N5 1.004
15 H 1.7072 -3.2322 -1.2568  N5 1.043
16 H -1.2662 -1.8893 -2.4143  N6 1.023
17 H -0.2880 -3.1810 -2.5114  N6 1.048
18 H -2.5104 1.7634 -0.8897  C8 1.087
19 H 0.0003 2.5069 0.2015  C9 1.115
20 H -1.8930 1.2363 1.8378  C10 1.122
21 H -1.6993 2.8911 1.5545  C10 1.082
22 H -0.5073 2.1039 2.5259  C10 1.040

Calculated values
HOMO: -19.661 eV
2S+1: 1
LUMO: -9.70 eV
ΔE to the lowest compared entry with this formula, charge and spin: 40.0 kcal per mole
Kohn-Sham gap: 9.96 eV
Total charge: +2

Results of the Mulliken charge analysis, in e, for atoms 1 through 6: atom 1 (C): -1.729, atom 2 (C): 0.818, atom 3 (N): 0.188, atom 4 (C): 0.644, atom 5 (N): -0.342, atom 6 (N): -0.349

***

[2]
DFT (ωB97M-V/def2-TZVPD) results for a gas-phase ion, C6H12N4 (charge +2).

Bonds (Å) are listed after each position.
Atoms and positions in Å:
1 C -1.0434 0.2293 -1.9346  C2 1.379, C4 1.561, H11 1.072
2 C 0.1723 0.0052 -2.5455  C1 1.379, N7 1.364, H12 1.060
3 C 1.5802 -0.2937 1.0248  N8 1.785, N9 1.301, N10 1.294
4 C -0.7948 0.2245 -0.3939  C1 1.561, C5 1.450, C6 1.582, N8 1.488
5 C -1.5472 -0.9211 0.0791  C4 1.450, H13 1.065, H14 1.002, H15 1.054
6 C -1.1201 1.5283 0.4417  C4 1.582, H16 1.075, H17 1.080, H18 1.089
7 N 1.1309 -0.2133 -1.6000  C2 1.364, N8 1.222
8 N 0.6713 -0.0133 -0.4853  C3 1.785, C4 1.488, N7 1.222
9 N 1.6752 0.6937 1.8672  C3 1.301, H19 1.077, H20 1.021
10 N 2.0421 -1.4983 0.9242  C3 1.294, H21 1.041, H22 1.060
11 H -1.9392 0.4591 -2.4759  C1 1.072
12 H 0.4128 -0.0662 -3.5750  C2 1.060
13 H -2.4282 -0.5274 0.5308  C5 1.065
14 H -0.9894 -1.4552 0.7171  C5 1.002
15 H -1.8094 -1.5472 -0.7270  C5 1.054
16 H -2.0896 1.7145 0.0153  C6 1.075
17 H -0.3885 2.3177 0.3491  C6 1.080
18 H -1.3243 1.2351 1.4709  C6 1.089
19 H 0.9403 1.4745 1.9666  N9 1.077
20 H 2.5076 0.8029 2.4476  N9 1.021
21 H 1.7219 -2.1922 0.2170  N10 1.041
22 H 2.6196 -1.9570 1.6858  N10 1.060

Calculated values
HOMO (alpha / beta): -16.306 / -19.320 eV
2S+1: 3
LUMO (alpha / beta): -8.79 / -12.06 eV
ΔE to the lowest compared entry with this formula, charge and spin: 66.7 kcal per mole
Kohn-Sham gap (alpha / beta): 7.52 / 7.26 eV
Total charge: +2
<S²>: 2.008

Results of the Mulliken charge analysis, in e, for atoms 1 through 6: atom 1 (C): -0.828, atom 2 (C): -0.064, atom 3 (C): 0.568, atom 4 (C): 1.502, atom 5 (C): -1.552, atom 6 (C): -1.876

***

[3]
DFT (ωB97M-V/def2-TZVPD) results for a gas-phase ion, C6H12N4O2S (charge +2).

Bonds (Å) are listed after each position.
Atoms and positions in Å:
1 C -1.7818 2.4522 -1.0382  C2 1.490, O11 1.153, S13 2.067
2 C -2.0698 1.2513 -0.2046  C1 1.490, N8 1.405, O12 1.192
3 C 0.2306 0.6920 -0.5857  N7 1.253, N8 1.351, S13 1.885
4 C 3.4620 -0.7376 -0.0859  N9 1.490, H14 1.089, H15 1.088, H16 1.089
5 C -0.7741 -0.7129 2.0726  N10 1.446, H17 1.087, H18 1.088, H19 1.096
6 C -2.2458 -1.5869 0.3063  N10 1.439, H20 1.090, H21 1.090, H22 1.098
7 N 1.2369 -0.0261 -0.3844  C3 1.253, N9 1.401
8 N -0.9646 0.4028 -0.0263  C2 1.405, C3 1.351, N10 1.394
9 N 2.5382 0.1167 -0.8843  C4 1.490, N7 1.401, H23 1.041, H24 1.038
10 N -1.0963 -0.8003 0.6660  C5 1.446, C6 1.439, N8 1.394
11 O -2.2991 3.4574 -1.2651  C1 1.153
12 O -3.1533 1.0670 0.2565  C2 1.192
13 S 0.1976 2.2766 -1.6058  C1 2.067, C3 1.885, H25 1.351
14 H 4.4684 -0.6802 -0.4971  C4 1.089
15 H 3.4770 -0.4045 0.9494  C4 1.088
16 H 3.1172 -1.7698 -0.1224  C4 1.089
17 H -0.6519 -1.7228 2.4563  C5 1.087
18 H 0.1585 -0.1700 2.2126  C5 1.088
19 H -1.5669 -0.2199 2.6469  C5 1.096
20 H -2.2803 -1.7185 -0.7749  C6 1.090
21 H -2.1324 -2.5662 0.7713  C6 1.090
22 H -3.2022 -1.1644 0.6420  C6 1.098
23 H 2.8784 1.1004 -0.8683  N9 1.041
24 H 2.5879 -0.2105 -1.8679  N9 1.038
25 H -0.1342 1.6743 -2.7688  S13 1.351

Calculated values
HOMO: -16.319 eV
2S+1: 1
LUMO: -9.42 eV
ΔE to the lowest compared entry with this formula, charge and spin: 55.0 kcal per mole
Kohn-Sham gap: 6.90 eV
Total charge: +2

Results of the Mulliken charge analysis, in e, for atoms 1 through 6: atom 1 (C): 0.253, atom 2 (C): 0.593, atom 3 (C): 0.615, atom 4 (C): -0.832, atom 5 (C): -0.892, atom 6 (C): -0.903